Computed, not measured: a molecular structure, C3H2FHgLiO3 at a distorted geometry, with wB97M-V/def2-TZVPD.

Geometry as ORCA input:
```
! wB97M-V def2-TZVPD RIJCOSX def2/J DEFGRID3
* xyz 1 2
O 0.48 0.92 -1.76
C -0.34 0.05 -1.81
C 0.08 -0.40 0.87
O -0.81 -0.52 -0.08
O -0.81 -0.84 -2.46
C 0.33 0.65 1.67
Li 1.29 1.98 -0.39
F 0.96 -1.42 0.84
H 1.15 0.61 2.38
H -0.41 1.45 1.72
Hg -1.92 -2.47 -0.97
*
```

## Properties
Total energy in eV: -16376.1878
Frontier orbital gap (spin up / spin down) in eV: 9.184 / 6.486
Relative energy (zero: lowest compared OMol25 entry of this formula, charge and spin) in eV: 0.417
⟨S²⟩: 0.753
Max |F| in eV/A: 2.7

Computed, not measured: a molecular structure, C3H6N2O, with wB97M-V/def2-TZVPD.

Geometry as ORCA input:
```
! wB97M-V def2-TZVPD RIJCOSX def2/J DEFGRID3
* xyz 0 1
O 2.49 -0.40 -0.50
C 1.41 0.07 -0.17
N 0.95 1.25 0.18
C -1.19 0.46 -0.30
C -0.92 -0.63 0.63
N 0.26 -0.86 -0.19
H 1.68 1.95 0.22
H -1.53 0.18 -1.29
H -1.25 1.51 -0.04
H -0.67 -0.33 1.65
H -1.60 -1.48 0.59
H 0.34 -1.70 -0.75
*
```

## Properties
Total energy in eV: -8232.4707
Frontier orbital gap (spin up / spin down) in eV: 7.705 / 7.706
Relative energy (zero: lowest compared OMol25 entry of this formula, charge and spin) in eV: 4.228
Max |F| in eV/A: 0.4

Computed, not measured: a molecular structure, C19H11CaCl5N3 at a distorted geometry, with wB97M-V/def2-TZVPD.

Geometry as ORCA input:
```
! wB97M-V def2-TZVPD RIJCOSX def2/J DEFGRID3
* xyz -1 1
Ca -0.01 -0.73 -0.37
Cl 1.17 1.82 -2.30
C -0.41 1.38 -2.86
C -1.17 0.55 -2.06
C -2.40 0.18 -2.61
Cl -3.40 -0.86 -1.66
C -2.81 0.55 -3.89
Cl -4.28 -0.04 -4.58
C -2.02 1.43 -4.63
Cl -2.52 1.94 -6.20
C -0.81 1.87 -4.10
Cl 0.14 2.99 -5.00
N -0.10 -1.92 1.35
C -0.82 -2.97 1.60
C -1.68 -3.64 0.67
C -2.40 -4.75 0.99
C -2.33 -5.32 2.27
C -1.50 -4.71 3.20
C -0.78 -3.59 2.90
H -1.74 -3.22 -0.34
H -3.04 -5.22 0.24
H -2.89 -6.21 2.52
H -1.42 -5.14 4.20
H -0.13 -3.13 3.64
N 3.88 1.14 1.12
C 3.00 0.17 0.73
N 1.79 0.62 0.57
C 1.84 1.95 0.87
C 0.83 2.92 0.86
C 1.19 4.21 1.20
C 2.50 4.55 1.55
C 3.51 3.60 1.57
C 3.16 2.30 1.22
H 4.86 1.03 1.32
H 3.29 -0.86 0.58
H -0.19 2.66 0.60
H 0.44 4.99 1.20
H 2.73 5.57 1.81
H 4.53 3.86 1.84
*
```

## Properties
Total energy in eV: -105403.2791
Frontier orbital gap in eV: 3.900
Relative energy (zero: lowest compared OMol25 entry of this formula, charge and spin) in eV: 0.668
Max |F| in eV/A: 1.5

Computed, not measured: 2 unconnected molecules or ions with the total composition C5H11N3 at a distorted geometry, with wB97M-V/def2-TZVPD.

Geometry as ORCA input:
```
! wB97M-V def2-TZVPD RIJCOSX def2/J DEFGRID3
* xyz 0 1
C -1.82 -0.26 -1.98
C -2.86 -0.05 -1.26
C -0.33 -0.06 2.03
C 0.45 -0.25 -2.82
C 1.93 0.76 2.42
N -0.92 -0.47 -2.84
N 1.23 0.03 0.32
N 0.87 0.26 1.58
H -3.74 0.60 -1.39
H -3.10 -0.88 -0.63
H -0.65 0.08 3.09
H -1.19 -0.22 1.35
H 0.95 -1.17 -3.31
H 0.87 -0.13 -1.82
H 0.69 0.63 -3.41
H 2.71 1.34 1.93
H 1.60 1.46 3.29
H 2.33 -0.05 3.07
H 0.49 -0.34 -0.18
*
```

## Properties
Total energy in eV: -9828.3384
Frontier orbital gap (spin up / spin down) in eV: 8.605 / 8.604
Relative energy (zero: lowest compared OMol25 entry of this formula, charge and spin) in eV: 5.568
Max |F| in eV/A: 5.9

Computed, not measured: a molecular structure, C13H24Cl2N3PRh at a distorted geometry, with wB97M-V/def2-TZVPD.

Geometry as ORCA input:
```
! wB97M-V def2-TZVPD RIJCOSX def2/J DEFGRID3
* xyz -1 5
Rh -0.03 0.07 -0.25
Cl 0.20 2.22 -1.38
Cl 0.08 1.23 1.88
C 1.57 -1.04 0.12
H 1.95 -1.82 -0.59
H 2.36 -0.50 0.70
C -1.39 -0.71 -1.77
C -0.04 -1.24 -1.86
H -2.16 -1.39 -1.33
C 0.85 -0.94 -3.01
H 0.10 -2.23 -1.42
C 0.61 0.44 -3.61
H 1.88 -1.06 -2.71
H 0.67 -1.63 -3.82
C -0.87 0.66 -3.93
H 0.93 1.21 -2.89
H 1.20 0.62 -4.51
C -1.89 0.28 -2.79
H -1.08 1.71 -4.21
H -1.12 0.06 -4.83
H -2.23 1.19 -2.26
H -2.79 -0.12 -3.29
C 0.19 -3.96 3.43
N 0.62 -2.57 3.67
C -0.50 -1.75 4.21
N -1.77 -1.93 3.45
C -2.10 -3.36 3.27
N -1.00 -4.04 2.52
C -0.74 -3.45 1.16
P -0.12 -1.62 1.15
C 1.16 -1.95 2.44
C -1.78 -1.27 2.17
H -0.14 -4.43 4.40
H 1.00 -4.54 2.95
H -0.21 -0.69 4.11
H -0.69 -2.11 5.24
H -3.03 -3.45 2.69
H -2.17 -3.86 4.27
H 0.03 -4.07 0.68
H -1.66 -3.53 0.56
H 1.70 -1.02 2.67
H 1.83 -2.70 2.01
H -2.59 -1.74 1.58
H -1.93 -0.18 2.27
*
```

## Properties
Total energy in eV: -55678.2065
Frontier orbital gap (spin up / spin down) in eV: 4.571 / 6.578
Relative energy (zero: lowest compared OMol25 entry of this formula, charge and spin) in eV: 1.059
⟨S²⟩: 6.018
Max |F| in eV/A: 4.6

Computed, not measured: 2 unconnected molecules or ions with the total composition H4OSSi at a distorted geometry, with wB97M-V/def2-TZVPD.

Geometry as ORCA input:
```
! wB97M-V def2-TZVPD RIJCOSX def2/J DEFGRID3
* xyz 0 1
Si -0.86 0.78 0.09
S -2.42 -0.42 -0.20
H -0.35 1.50 1.27
H -0.28 1.46 -1.23
O 1.19 -0.67 0.09
H 1.89 -1.19 -0.43
H 0.82 -1.46 0.42
*
```

## Properties
SMILES: [SiH2]=S.O
Total energy in eV: -20824.5925
Frontier orbital gap in eV: 8.580
Relative energy (zero: lowest compared OMol25 entry of this formula, charge and spin) in eV: 1.934
Max |F| in eV/A: 2.7

Computed, not measured: a molecular structure, C53H47FeN6O3S4Sb2 at a distorted geometry, with wB97M-V/def2-TZVPD.

Geometry as ORCA input:
```
! wB97M-V def2-TZVPD RIJCOSX def2/J DEFGRID3
* xyz -1 1
Fe -1.82 -0.50 -0.37
O -4.45 6.51 -0.66
N -4.12 5.60 -1.42
O -4.06 5.76 -2.65
C -3.78 4.32 -0.86
C -3.86 4.21 0.51
C -3.45 3.04 1.19
C -3.52 2.87 2.59
C -3.04 1.72 3.14
C -2.46 0.73 2.32
N -2.42 0.86 1.01
C -2.93 1.97 0.44
C -2.95 2.03 -0.99
N -2.53 0.90 -1.62
C -2.54 0.88 -2.94
C -2.97 1.96 -3.70
C -3.38 3.12 -3.08
C -3.38 3.19 -1.68
H -4.23 5.06 1.07
H -3.95 3.66 3.20
H -3.08 1.53 4.21
H -2.05 -0.18 2.73
H -2.19 -0.04 -3.40
H -2.96 1.89 -4.78
H -3.70 3.96 -3.66
S -3.57 -2.36 3.62
Sb -2.44 -3.53 2.01
S -0.90 -1.85 1.12
S -4.01 -1.29 -0.29
S -4.02 -3.28 -0.02
C 2.16 -3.94 0.99
C 2.01 -3.80 2.49
C 1.87 -4.94 3.27
C 1.68 -4.85 4.65
C 1.62 -3.61 5.25
C 1.77 -2.46 4.48
C 1.98 -2.54 3.10
Sb 2.13 -0.73 1.92
C 4.31 -0.93 1.65
C 5.00 -2.11 1.94
C 6.35 -2.24 1.66
C 7.05 -1.18 1.09
C 6.37 0.00 0.80
C 5.01 0.14 1.06
C 4.32 1.44 0.76
C 2.15 0.61 3.66
C 0.96 1.34 3.75
C 0.75 2.30 4.73
C 1.75 2.55 5.65
C 2.93 1.82 5.60
C 3.15 0.85 4.62
C 4.45 0.08 4.67
H 2.29 -4.99 0.70
H 3.01 -3.37 0.62
H 1.26 -3.56 0.51
H 1.91 -5.92 2.80
H 1.56 -5.76 5.24
H 1.45 -3.53 6.32
H 1.71 -1.49 4.96
H 4.47 -2.93 2.41
H 6.87 -3.16 1.91
H 8.10 -1.27 0.88
H 6.92 0.83 0.36
H 5.01 2.16 0.29
H 3.93 1.90 1.68
H 3.47 1.29 0.08
H 0.17 1.14 3.04
H -0.18 2.85 4.76
H 1.62 3.31 6.42
H 3.70 1.99 6.34
H 4.90 0.16 5.67
H 5.17 0.46 3.95
H 4.29 -0.98 4.45
N -5.45 -7.94 -6.98
C -4.85 -7.25 -6.27
C -4.09 -6.38 -5.42
C -4.72 -5.44 -4.61
C -3.98 -4.58 -3.83
C -2.59 -4.63 -3.85
C -1.95 -5.59 -4.63
C -2.70 -6.46 -5.40
N -1.84 -3.71 -3.10
C -0.50 -3.81 -2.72
C -0.25 -2.71 -1.98
N -1.38 -1.92 -1.92
C -2.30 -2.54 -2.59
H -5.80 -5.40 -4.59
H -4.49 -3.88 -3.17
H -0.87 -5.65 -4.65
H -2.20 -7.21 -6.01
H 0.12 -4.66 -2.96
H 0.66 -2.41 -1.48
H -3.31 -2.17 -2.73
C -0.23 6.79 -2.72
C 0.02 5.34 -2.43
C -0.02 4.84 -1.13
C 0.17 3.49 -0.86
C 0.19 3.05 0.58
C 0.38 2.59 -1.93
C 0.44 1.14 -1.75
O 0.13 0.51 -0.77
C 0.49 3.10 -3.24
C 0.78 2.21 -4.43
C 0.30 4.45 -3.46
H -0.26 7.38 -1.80
H -1.20 6.90 -3.21
H 0.53 7.19 -3.38
H -0.20 5.51 -0.30
H -0.10 3.87 1.24
H 1.19 2.73 0.86
H -0.46 2.20 0.75
H 0.77 0.57 -2.63
H 0.01 1.44 -4.56
H 1.74 1.70 -4.32
H 0.81 2.80 -5.34
H 0.35 4.83 -4.48
*
```

## Properties
Total energy in eV: -161612.6543
Frontier orbital gap (spin up / spin down) in eV: 3.668 / 3.665
Relative energy (zero: lowest compared OMol25 entry of this formula, charge and spin) in eV: 0.000
Max |F| in eV/A: 1.8

Computed, not measured: a single C2H3N2P molecule at a distorted geometry, with wB97M-V/def2-TZVPD.

Geometry as ORCA input:
```
! wB97M-V def2-TZVPD RIJCOSX def2/J DEFGRID3
* xyz 0 1
C 0.55 -0.55 -1.86
C 0.66 -0.68 -0.69
N -0.73 1.64 0.17
N -0.48 0.98 1.08
P 0.69 -0.62 0.96
H 0.69 -0.71 -2.91
H -0.94 1.27 2.16
H -0.44 -1.34 1.10
*
```

## Properties
Total energy in eV: -14386.0769
Frontier orbital gap (spin up / spin down) in eV: 7.605 / 7.605
Relative energy (zero: lowest compared OMol25 entry of this formula, charge and spin) in eV: 4.438
Max |F| in eV/A: 3.3

Computed, not measured: a molecular structure, C52H56N7NiO3STe at a distorted geometry, with wB97M-V/def2-TZVPD.

Geometry as ORCA input:
```
! wB97M-V def2-TZVPD RIJCOSX def2/J DEFGRID3
* xyz 0 4
Ni -0.06 0.76 -0.08
C -2.56 -5.39 2.83
C -1.69 -4.27 2.33
C -0.58 -3.89 2.96
C 0.19 -2.73 2.56
C 1.42 -2.49 3.10
N 2.20 -1.45 2.80
C 3.39 -1.08 3.52
C 3.97 0.21 2.96
C 2.99 1.38 2.99
N 3.60 2.59 2.41
C 4.24 2.67 1.27
C 4.16 1.83 0.15
C 5.35 1.70 -0.62
C 5.44 0.83 -1.66
C 6.73 0.59 -2.40
C 4.26 0.17 -2.06
C 3.05 0.33 -1.43
C 1.88 -0.23 -2.11
N 0.67 -0.08 -1.80
C -0.33 -0.54 -2.78
C -1.49 0.46 -2.84
C -2.52 0.19 -1.73
N -1.86 -0.24 -0.51
C -2.14 -1.43 -0.11
C -1.52 -2.23 0.88
C -2.04 -3.62 1.01
C -0.43 -1.78 1.62
O 0.02 -0.59 1.55
C 2.95 1.13 -0.24
O 1.89 1.30 0.41
H -2.28 -5.66 3.85
H -3.61 -5.08 2.83
H -2.48 -6.29 2.21
H -0.26 -4.42 3.86
H 1.83 -3.20 3.82
H 1.79 -0.80 2.14
H 3.17 -0.95 4.59
H 4.15 -1.87 3.45
H 4.87 0.47 3.53
H 4.28 0.02 1.93
H 2.08 1.15 2.43
H 2.72 1.62 4.01
H 3.75 3.36 3.04
H 4.98 3.46 1.23
H 6.22 2.27 -0.32
H 7.57 1.10 -1.92
H 6.96 -0.48 -2.44
H 6.67 0.95 -3.43
H 4.30 -0.48 -2.93
H 2.12 -0.74 -3.05
H 0.13 -0.64 -3.76
H -0.69 -1.52 -2.47
H -1.08 1.47 -2.73
H -1.98 0.40 -3.81
H -3.11 1.10 -1.55
H -3.22 -0.59 -2.07
H -2.95 -1.95 -0.65
H -3.12 -3.58 0.90
C -0.59 -8.26 -2.00
C -1.02 -6.97 -1.38
C -2.34 -6.75 -0.94
C -2.58 -5.59 -0.29
N -1.64 -4.63 -0.11
C -0.39 -4.79 -0.74
S 0.75 -3.59 -0.95
N -0.12 -6.02 -1.28
H -1.22 -9.09 -1.69
H 0.45 -8.45 -1.75
H -0.65 -8.16 -3.09
H -3.13 -7.48 -1.08
H -3.55 -5.36 0.12
C -1.58 0.91 9.78
C -1.58 1.07 8.28
C -0.53 0.59 7.51
C -0.51 0.77 6.13
C 0.70 0.29 5.37
C -1.58 1.41 5.49
Te -1.49 1.96 3.29
N -0.87 2.07 1.14
C -0.82 3.06 0.28
O -0.38 2.74 -0.89
C -1.31 4.48 0.45
C -1.40 5.13 1.68
C -1.85 6.44 1.74
C -2.22 7.11 0.58
C -2.13 6.47 -0.64
C -1.67 5.17 -0.71
C -2.90 0.44 2.88
C -2.77 -0.75 3.59
C -3.70 -1.78 3.43
C -4.74 -1.61 2.54
C -4.86 -0.43 1.82
C -3.95 0.62 1.98
C -4.14 1.88 1.19
C -2.66 1.88 6.26
C -3.88 2.54 5.66
C -2.63 1.71 7.64
H -0.64 0.47 10.12
H -2.39 0.26 10.11
H -1.71 1.87 10.27
H 0.29 0.07 7.99
H 1.18 -0.55 5.87
H 1.43 1.10 5.29
H 0.44 -0.01 4.35
H -1.11 4.62 2.58
H -1.91 6.95 2.69
H -2.58 8.14 0.64
H -2.41 6.99 -1.55
H -1.58 4.65 -1.65
H -1.96 -0.89 4.28
H -3.59 -2.69 4.00
H -5.48 -2.40 2.40
H -5.69 -0.29 1.14
H -5.08 1.86 0.63
H -3.32 2.01 0.49
H -4.14 2.76 1.85
H -3.73 2.79 4.61
H -4.13 3.46 6.20
H -4.74 1.87 5.72
H -3.46 2.08 8.23
*
```

## Properties
Total energy in eV: -130576.4036
Frontier orbital gap (spin up / spin down) in eV: 5.745 / 5.446
Relative energy (zero: lowest compared OMol25 entry of this formula, charge and spin) in eV: 0.000
⟨S²⟩: 3.769
Max |F| in eV/A: 1.1

Computed, not measured: a molecular structure, C23H22N3O4PdS2, with wB97M-V/def2-TZVPD.

Geometry as ORCA input:
```
! wB97M-V def2-TZVPD RIJCOSX def2/J DEFGRID3
* xyz 1 5
Pd -0.26 -0.46 -1.49
C 0.00 -3.49 -2.20
N 0.53 -2.56 -1.17
C 0.04 -2.94 0.18
C -1.38 -2.45 0.40
N -1.47 -0.97 0.44
C -0.85 -0.43 1.66
C -2.83 -0.53 0.25
C -3.63 -0.18 1.31
C -4.96 0.18 1.10
C -5.52 0.18 -0.17
C -4.73 -0.17 -1.24
C -3.37 -0.50 -1.07
S -2.44 -0.76 -2.47
C 1.96 -2.44 -1.31
C 2.82 -3.20 -0.55
C 4.20 -3.13 -0.77
C 4.72 -2.33 -1.78
C 3.86 -1.57 -2.55
C 2.47 -1.58 -2.31
S 1.50 -0.47 -3.17
H 0.38 -4.50 -2.02
H 0.29 -3.15 -3.19
H -1.09 -3.50 -2.15
H 0.72 -2.52 0.92
H 0.06 -4.03 0.29
H -1.76 -2.86 1.35
H -2.03 -2.81 -0.39
H -1.20 -0.96 2.55
H -1.08 0.63 1.75
H 0.23 -0.52 1.59
H -3.24 -0.19 2.32
H -5.57 0.45 1.96
H -6.55 0.45 -0.32
H -5.13 -0.17 -2.25
H 2.45 -3.87 0.21
H 4.86 -3.73 -0.16
H 5.78 -2.29 -1.95
H 4.24 -0.93 -3.34
O -0.57 1.67 -0.99
C 0.49 1.69 -0.30
O 1.25 0.68 -0.25
C 0.82 2.91 0.50
C 1.98 2.93 1.26
C 2.30 4.06 2.01
C 1.43 5.13 1.97
C 0.27 5.13 1.22
C -0.03 4.00 0.48
N 1.76 6.34 2.76
O 1.01 7.29 2.65
O 2.76 6.30 3.44
H 2.64 2.07 1.26
H 3.19 4.12 2.62
H -0.37 6.01 1.22
H -0.93 3.96 -0.13
*
```

## Properties
Total energy in eV: -62009.2589
Frontier orbital gap (spin up / spin down) in eV: 8.822 / 6.402
Relative energy (zero: lowest compared OMol25 entry of this formula, charge and spin) in eV: 0.006
⟨S²⟩: 6.054
Max |F| in eV/A: 0.4

Computed, not measured: a molecular structure, C22H21AsHfN5O3SSe at a distorted geometry, with wB97M-V/def2-TZVPD.

Geometry as ORCA input:
```
! wB97M-V def2-TZVPD RIJCOSX def2/J DEFGRID3
* xyz -1 1
Hf 0.35 0.42 0.21
O -0.76 1.25 4.33
C -0.73 0.96 3.13
N 0.29 0.99 2.27
C 1.60 1.20 2.73
C 1.97 2.13 3.69
C 3.30 2.24 4.06
C 4.25 1.41 3.49
C 3.90 0.48 2.54
C 2.57 0.36 2.14
N 2.11 -0.43 1.09
C 2.79 -1.42 0.54
O 3.67 -2.14 1.01
C 2.42 -1.55 -0.93
C 2.43 -2.74 -1.65
C 2.24 -2.69 -3.01
C 2.13 -1.45 -3.63
C 2.13 -0.32 -2.83
N 2.22 -0.37 -1.51
C -1.96 0.39 2.48
C -3.22 0.71 2.96
C -4.32 0.13 2.37
C -4.11 -0.78 1.34
C -2.81 -1.06 0.94
N -1.75 -0.48 1.49
H 1.21 2.76 4.12
H 3.59 2.98 4.79
H 5.29 1.51 3.78
H 4.65 -0.16 2.08
H 2.59 -3.67 -1.12
H 2.18 -3.60 -3.59
H 2.02 -1.37 -4.70
H 2.09 0.68 -3.26
H -3.30 1.42 3.77
H -5.32 0.38 2.69
H -4.95 -1.26 0.85
H -2.61 -1.77 0.15
Se 1.51 4.70 0.97
C 1.47 3.17 0.20
N 1.47 2.14 -0.37
S -1.62 1.68 -0.66
C -2.12 -2.12 -2.61
As -1.76 -0.19 -1.96
C -1.12 0.54 -3.67
C -3.77 0.24 -2.34
O -0.35 -0.87 -1.03
H -3.14 -2.27 -2.97
H -1.90 -2.81 -1.80
H -1.41 -2.35 -3.41
H -1.58 0.00 -4.51
H -0.04 0.46 -3.73
H -1.41 1.59 -3.73
H -3.97 0.06 -3.39
H -3.96 1.28 -2.10
H -4.42 -0.39 -1.73
*
```

## Properties
Total energy in eV: -175081.1483
Frontier orbital gap in eV: 7.337
Max |F| in eV/A: 2.6